Record 1
Entry from OMol25: a molecular structure, C23H15ClIrN2O5STe (ωB97M-V with the def2-TZVPD basis set).

```
49
Properties=species:S:1:pos:R:3:lowdin_spin:R:1
Ir 0.16700 -1.19317 0.94743 0.007
Cl 3.14322 0.99691 7.20016 0.000
C 2.60862 0.19423 5.75310 0.000
C 3.10430 -1.07999 5.44485 0.000
C 2.69123 -1.71651 4.30780 0.006
C 1.76483 -1.13355 3.40741 0.014
O 1.44873 -1.84823 2.36504 0.056
C 1.26268 0.16122 3.73476 0.001
C 0.30774 0.91849 2.97729 0.003
N -0.24552 0.55108 1.87279 0.002
C -1.13678 1.36953 1.13212 0.000
C -1.52759 2.64635 1.43923 0.000
C -2.42365 3.33864 0.59933 0.000
C -2.92739 2.76098 -0.53151 0.000
C -2.54769 1.44452 -0.87941 0.000
C -3.02429 0.76174 -2.02597 0.000
C -2.61691 -0.51518 -2.27390 0.000
C -1.70581 -1.12965 -1.39318 0.000
N -1.23342 -0.50761 -0.33899 0.001
C -1.64798 0.76472 -0.04735 0.000
C 1.71373 0.79393 4.91866 0.000
H 3.81698 -1.54933 6.10978 0.000
H 3.07333 -2.69452 4.04693 0.003
H 0.04022 1.88405 3.39927 0.000
H -1.15431 3.14662 2.32157 0.000
H -2.71185 4.34659 0.86542 0.000
H -3.61769 3.29776 -1.16925 0.000
H -3.71258 1.26595 -2.69290 0.000
H -2.95999 -1.06402 -3.13923 0.000
H -1.33757 -2.13527 -1.54912 0.000
H 1.33442 1.77829 5.16321 0.000
O 0.14925 -3.07865 0.23895 0.001
O -0.84698 -3.11221 1.30347 0.099
Te -0.25840 -4.22696 2.84154 0.803
O 0.07908 0.17063 -6.70980 0.000
C -0.09167 -0.81465 -5.79636 0.000
O -0.67689 -1.81652 -6.09780 0.000
C 0.46757 -0.56348 -4.43506 0.000
C 0.54823 0.71406 -3.88922 0.000
C 0.98432 0.88932 -2.58500 0.000
C 1.36608 -0.20663 -1.81457 0.000
S 1.82334 0.02012 -0.11845 0.005
C 1.33016 -1.48198 -2.38388 0.000
C 0.86284 -1.66038 -3.67260 0.000
H 0.67652 0.84202 -6.35949 0.000
H 0.21291 1.57801 -4.45315 0.000
H 1.00028 1.87617 -2.14031 0.000
H 1.63513 -2.33344 -1.78871 0.000
H 0.79226 -2.64998 -4.10490 0.000
```

Computed properties:
HOMO level (alpha / beta): -7.8 / -7.8 eV
multiplicity: 2
LUMO energy (alpha / beta): -1.3 / -1.7 eV
total charge: 0
F_max: 0.0016 Eh/bohr
energy above the lowest of the compared OMol25 structures with the same formula, charge and spin: 9.1 kcal per mole

=====

Record 2
Entry from OMol25: C17H16N2O3 in the gas phase (ωB97M-V with the def2-TZVPD basis set).

```
38
Properties=species:S:1:pos:R:3:nbo_charge:R:1
C -1.93420 -2.36453 0.98305 -0.629
C -1.05860 -1.25359 0.39694 0.066
C 0.33948 -1.81436 0.04286 0.689
O 0.74117 -2.87099 0.46868 -0.604
N 1.03790 -0.99804 -0.76133 -0.601
C 2.41957 -1.24281 -1.10930 -0.265
C 3.32962 -0.16553 -0.57643 0.049
C 4.35976 0.33905 -1.35830 -0.244
C 5.20215 1.31880 -0.86206 -0.207
C 5.01652 1.80877 0.41908 -0.221
C 3.98828 1.31185 1.20259 -0.190
C 3.14936 0.32800 0.71063 -0.247
O -1.62199 -0.72328 -0.80256 -0.503
C -2.73597 0.04855 -0.62609 0.329
C -3.67617 0.14195 -1.63997 -0.258
C -4.78900 0.94910 -1.47479 -0.212
C -4.97123 1.65977 -0.30050 -0.215
C -4.03006 1.58256 0.71158 -0.220
C -2.90801 0.78477 0.55056 0.065
N -1.89910 0.72209 1.51246 -0.599
C -0.87724 -0.16802 1.46747 0.672
O 0.06321 -0.11869 2.22683 -0.586
H -1.41693 -2.81454 1.82551 0.251
H -2.09550 -3.12728 0.22477 0.233
H -2.89544 -1.96901 1.30652 0.215
H 0.62133 -0.13526 -1.07439 0.406
H 2.67658 -2.20889 -0.66187 0.247
H 2.51913 -1.32130 -2.19733 0.198
H 4.50671 -0.04056 -2.35986 0.207
H 6.00238 1.70193 -1.47840 0.211
H 5.67199 2.57531 0.80568 0.211
H 3.83884 1.68864 2.20345 0.213
H 2.35120 -0.05795 1.32784 0.240
H -3.51711 -0.41884 -2.54677 0.229
H -5.51863 1.01704 -2.26641 0.219
H -5.84276 2.28233 -0.17232 0.219
H -4.15303 2.14586 1.62468 0.214
H -1.89423 1.40707 2.25750 0.418
```

Computed properties:
HOMO level: -8.7 eV
multiplicity: 1
LUMO energy: 0.7 eV
SMILES string: C[C@@]1(C(=O)NCc2ccccc2)Oc2ccccc2NC1=O
total charge: 0
F_max: 0.0166 Eh/bohr
energy above the lowest of the compared OMol25 structures with the same formula, charge and spin: 10.1 kcal per mole

=====

Record 3
Entry from OMol25: a molecular structure, C5H8OS2 in a non-equilibrium geometry (ωB97M-V with the def2-TZVPD basis set).

```
16
Properties=species:S:1:pos:R:3:nbo_charge:R:1
C -0.49585 1.85992 -0.76381 -0.610
C -0.19249 0.59277 0.17232 -0.236
C -2.09230 -0.96644 -0.34851 -0.092
C 0.04022 -0.77906 -0.44133 0.046
C 1.27120 0.13110 -0.26976 -0.421
H -0.09880 1.66479 -1.69939 0.196
H -1.64956 2.15228 -1.14686 0.225
H 0.07224 2.80458 -0.35536 0.229
H -2.29655 -1.90908 0.26665 0.176
H -2.87631 -0.60574 -0.82652 0.177
H 0.29064 -1.62487 0.15928 0.190
H 1.64042 0.67907 -1.26427 0.272
H 2.76303 -1.62139 1.19505 0.113
O -1.09062 -0.95199 -1.24648 -0.484
S -1.62182 0.23458 1.22100 0.116
S 2.85277 -0.16917 0.25086 0.103
```

Computed properties:
HOMO level: -8.5 eV
multiplicity: 1
LUMO energy: 0.1 eV
total charge: 0
F_max: 0.1028 Eh/bohr
energy above the lowest of the compared OMol25 structures with the same formula, charge and spin: 164.3 kcal per mole

=====

| no. | total energy (Ha) |
| --- | --- |
| 1 | -2601.86971 |
| 2 | -992.69527 |
| 3 | -1066.66952 |